1.
13 unconnected molecules or ions with the total composition C24H74O13 at a distorted geometry. Source: OMol25; level of theory: ωB97M-V with the def2-TZVPD basis set.

The geometry in XYZ format:
```
111
Properties=species:S:1:pos:R:3:lowdin_charge:R:1
C -24.8045 27.0475 -9.9333 -0.0765
C -24.1731 25.6706 -9.6543 -0.2778
O -25.2269 24.6849 -9.5202 -0.1205
H -25.4987 27.3121 -9.1360 0.0643
H -25.3714 26.9247 -10.8594 0.0451
H -24.0833 27.8565 -10.0721 0.0746
H -23.5536 25.6252 -8.7624 0.1051
H -23.5638 25.4006 -10.5405 0.0982
H -25.4617 24.3189 -10.3990 0.0313
C -26.1282 22.1244 -7.0636 -0.0970
C -26.0143 21.4016 -5.7494 -0.2669
O -27.3129 20.8290 -5.2542 -0.1099
H -25.1501 22.5737 -7.3146 0.0754
H -26.8301 22.9479 -7.0650 0.0610
H -26.3646 21.3907 -7.8292 0.0537
H -25.5656 22.0307 -4.9641 0.1090
H -25.3441 20.5445 -5.8872 0.0969
H -27.8742 21.5486 -4.9351 0.0698
C -26.1945 16.6168 -13.7789 -0.0932
C -27.2276 17.3683 -12.9713 -0.2673
O -26.6925 18.4628 -12.1029 -0.1256
H -26.6530 15.8873 -14.4650 0.0820
H -25.5185 16.0505 -13.1293 0.0723
H -25.5817 17.2881 -14.3813 0.0649
H -27.7771 16.6450 -12.3442 0.1154
H -27.9282 17.8269 -13.6759 0.0756
H -25.9745 18.0596 -11.5619 0.0408
C -30.0715 21.0398 -13.8154 -0.0949
C -29.9156 19.5749 -13.6735 -0.3245
O -31.1834 19.0649 -13.1765 -0.0783
H -30.4545 21.4289 -12.8716 0.0796
H -30.7829 21.2670 -14.6058 0.0837
H -29.1053 21.5053 -14.0030 0.0604
H -29.1085 19.3192 -12.9646 0.0916
H -29.6680 19.0826 -14.6297 0.1137
H -31.0589 18.1338 -12.9642 0.0769
C -25.3395 18.5154 -8.9394 -0.0788
C -24.0639 17.8939 -9.4158 -0.2800
O -24.0922 17.8314 -10.8641 -0.1111
H -26.2029 17.8683 -9.0955 0.0852
H -25.5240 19.4624 -9.4399 0.0534
H -25.2496 18.7176 -7.8683 0.0824
H -23.9069 16.8885 -9.0137 0.1164
H -23.2053 18.5209 -9.1467 0.0971
H -23.2749 17.4147 -11.1649 0.0929
C -24.2768 20.3789 -13.4835 -0.0764
C -25.4513 20.6956 -14.3722 -0.2395
O -25.6460 22.1532 -14.4314 -0.1214
H -24.3680 20.7814 -12.4744 0.0663
H -23.3305 20.7198 -13.9140 0.0776
H -24.1612 19.2977 -13.3866 0.0673
H -26.3457 20.1626 -14.0394 0.0957
H -25.1985 20.3522 -15.3895 0.1215
H -26.3260 22.3468 -15.0945 0.1088
C -21.5205 24.8778 -13.5234 -0.0936
C -22.6463 23.9044 -13.4644 -0.3283
O -23.4458 24.0945 -14.6537 -0.1054
H -21.8748 25.9150 -13.5063 0.0771
H -21.0117 24.7518 -14.4826 0.0808
H -20.8266 24.7426 -12.6961 0.0752
H -23.2597 24.0512 -12.5640 0.0951
H -22.2059 22.8943 -13.4546 0.0978
H -24.1871 23.4406 -14.6760 0.0482
C -26.4815 25.8798 -14.6600 -0.0797
C -25.7670 26.8743 -13.7473 -0.3296
O -25.2874 27.9864 -14.4546 -0.0656
H -25.7568 25.3672 -15.3083 0.0648
H -27.1316 26.4180 -15.3637 0.0799
H -27.0790 25.1610 -14.0997 0.0490
H -24.9363 26.3629 -13.2502 0.1007
H -26.4746 27.2475 -13.0120 0.0995
H -24.5923 27.6694 -15.0458 0.0888
C -23.1737 21.5636 -9.3698 -0.0865
C -21.9067 21.2590 -10.0956 -0.3241
O -20.8271 21.8888 -9.4017 -0.0690
H -24.0365 21.0961 -9.8502 0.0565
H -23.3911 22.6262 -9.2875 0.0681
H -23.0866 21.1345 -8.3628 0.0863
H -21.9410 21.6231 -11.1403 0.1032
H -21.7670 20.1633 -10.1687 0.1026
H -20.0875 22.0092 -9.9997 0.0763
C -29.3522 22.8234 -8.5692 -0.0810
C -30.7603 23.1235 -8.0960 -0.3315
O -30.6723 23.5207 -6.7536 -0.0694
H -28.6521 23.5259 -8.1150 0.0736
H -29.2556 22.9282 -9.6465 0.0482
H -29.0434 21.8030 -8.3181 0.0785
H -31.4204 22.2600 -8.2326 0.1097
H -31.1520 23.9546 -8.7162 0.1094
H -31.5504 23.7867 -6.4769 0.0808
C -27.0332 21.7333 -11.0911 -0.0701
C -27.2138 23.0817 -11.7120 -0.2846
O -25.9357 23.6696 -12.0637 -0.1226
H -26.5037 21.8375 -10.1265 0.0670
H -26.4066 21.0489 -11.6546 0.0451
H -27.9850 21.2612 -10.8231 0.0817
H -27.7146 23.7609 -11.0212 0.0937
H -27.8268 22.9895 -12.6272 0.0864
H -25.6792 23.2661 -12.9245 0.0510
C -28.4223 26.9497 -10.3398 -0.1891
O -29.6659 26.5503 -9.8342 -0.1289
H -27.8214 27.3268 -9.5146 0.0684
H -27.8684 26.0779 -10.7295 0.0606
H -28.4939 27.7526 -11.0866 0.0847
H -30.2406 26.2632 -10.5932 0.0512
C -30.1273 24.9654 -12.9145 -0.1035
O -31.1827 25.3102 -11.9776 -0.1290
H -30.5216 25.0423 -13.9364 0.0884
H -29.2922 25.6366 -12.7971 0.0623
H -29.7973 23.9308 -12.7483 0.0544
H -31.9376 24.7473 -12.1366 0.0803
```

The multiplicity is 1. Its LUMO energy is 0.18 eV. Its highest occupied orbital energy is -9.6 eV.

=====

2.
A molecular structure, C5H7Br at a distorted geometry. Source: OMol25; level of theory: ωB97M-V with the def2-TZVPD basis set.

The geometry in XYZ format:
```
13
Properties=species:S:1:pos:R:3:lowdin_charge:R:1
C 0.4898 0.9628 -1.8690 -0.0144
C 1.4703 0.1217 -1.7563 -0.7713
C 0.5224 0.2130 -0.5785 -0.3136
C -0.7394 -1.3567 -0.3566 0.0589
C 0.9783 0.7305 0.8077 -0.0795
Br 3.0090 -0.6965 -2.1690 0.8114
H -0.1075 1.5384 -2.5277 0.0871
H -0.1202 -2.1774 -0.2690 -0.0029
H -1.2222 -1.3137 -1.2890 0.0174
H -1.1464 -1.1355 0.5725 -0.0023
H 2.0356 0.3324 1.1093 0.1062
H 0.2351 0.4831 1.6256 0.0779
H 1.0397 1.7572 0.9060 0.0253
```

The multiplicity is 1. Its LUMO energy is 0.77 eV. Its highest occupied orbital energy is -8.4 eV.

=====

3.
3 unconnected molecules or ions with the total composition C4H14N2O2. Source: OMol25; level of theory: ωB97M-V with the def2-TZVPD basis set.

The geometry in XYZ format:
```
22
Properties=species:S:1:pos:R:3:lowdin_charge:R:1
H -1.2942 1.9900 2.2761 0.0431
N -0.4033 1.9106 1.7895 0.0574
C -0.5823 1.5271 0.5913 -0.3225
N 0.4739 1.3693 -0.2584 0.0011
C 0.3593 0.4586 -1.3953 -0.2103
C 1.1226 -0.8471 -1.1304 -0.2377
C 0.4290 -1.7356 -0.1048 -0.0987
H -1.5707 1.3373 0.1797 0.1219
H 1.3655 1.2929 0.2170 0.1045
H 0.6633 0.9355 -2.3200 0.1066
H -0.6977 0.2090 -1.4600 0.0886
H 1.2525 -1.3757 -2.0730 0.1027
H 2.1184 -0.5711 -0.7625 0.1085
H 0.4326 -1.3176 0.9065 0.0673
H -0.6242 -1.9049 -0.3813 0.0590
H 0.9238 -2.7147 -0.0749 0.0754
O 2.1886 0.6920 2.3527 -0.0906
H 2.0078 0.0684 3.0616 0.0324
H 1.6185 1.4662 2.5145 0.0080
O -3.6007 -0.8951 -1.1232 -0.0562
H -3.4081 -0.6590 -2.0369 0.0365
H -2.7745 -1.2361 -0.7684 0.0030
```

The multiplicity is 1. Its LUMO energy is 0.68 eV. Its highest occupied orbital energy is -9.0 eV. Its SMILES is [H]/N=C/NCCC.O.O.

=====

4.
A molecular structure, C12H35AlNO9P2. Source: OMol25; level of theory: ωB97M-V with the def2-TZVPD basis set.

The geometry in XYZ format:
```
60
Properties=species:S:1:pos:R:3:lowdin_charge:R:1
C -4.9848 1.0100 -2.3904 -0.1256
C -4.6555 0.0693 -1.2362 -0.2449
C -4.0576 0.7965 -0.0379 -0.3066
O -3.7829 -0.0894 1.0128 -0.2597
C -2.3821 -0.4970 1.0836 -0.3009
Al -0.9323 0.9581 1.0933 0.2622
C -0.2318 1.2617 -0.8007 -0.3429
N 1.0764 0.6047 -1.1229 -0.2089
C 0.9204 -0.4944 -2.0482 -0.2011
H -5.2916 0.4625 -3.2861 0.0593
H -5.8041 1.6886 -2.1322 0.0644
H -4.1205 1.6251 -2.6590 0.0688
H -3.9470 -0.7003 -1.5594 0.1061
H -5.5578 -0.4584 -0.9060 0.1045
H -4.7456 1.5750 0.3217 0.1210
H -3.1432 1.3229 -0.3440 0.0762
H -2.2217 -1.2420 0.2796 0.0510
H -2.3259 -1.0672 2.0173 0.0237
H -1.6361 2.3515 1.6212 -0.1004
H 0.2738 0.4664 2.0739 -0.1143
H -0.1262 2.3404 -0.9895 0.0286
H -0.9768 0.9240 -1.5467 0.0243
H 1.6940 1.2912 -1.5382 0.0590
H 0.2867 -1.2638 -1.5949 0.0700
H 1.8903 -0.9573 -2.2623 0.0580
H 0.4396 -0.2170 -3.0066 0.0637
C -3.2544 -3.7000 2.8328 -0.0728
O -1.9192 -3.9908 2.3948 -0.1949
P -1.2319 -5.3035 2.9014 0.3368
O -1.8656 -6.5845 2.5564 -0.2450
O -1.0537 -5.1461 4.4839 -0.2167
C -1.8497 -5.9104 5.3906 -0.1027
O 0.2162 -5.0395 2.3462 -0.1956
C 1.2015 -6.0615 2.5035 -0.0916
H -3.8987 -4.5629 2.6568 0.0889
H -3.2476 -3.4398 3.8921 0.0889
H -3.5950 -2.8476 2.2524 0.0762
H -2.1996 -6.8233 4.9115 0.0764
H -2.7003 -5.3141 5.7227 0.0820
H -1.2224 -6.1503 6.2470 0.0828
H 0.9180 -6.9503 1.9406 0.0857
H 1.3235 -6.3160 3.5578 0.0852
H 2.1296 -5.6497 2.1176 0.0883
C 2.5060 6.1662 -2.4207 -0.0900
O 2.7739 4.8110 -2.0691 -0.1976
P 4.2609 4.3504 -1.8254 0.3407
O 4.9459 4.9061 -0.6539 -0.2323
O 5.0549 4.6692 -3.1791 -0.2211
C 5.9732 5.7633 -3.2397 -0.1021
O 4.0208 2.8022 -1.8938 -0.2055
C 5.1032 1.9115 -1.5903 -0.0733
H 3.0136 6.8525 -1.7401 0.0911
H 2.8190 6.3562 -3.4486 0.0838
H 1.4321 6.3015 -2.3315 0.0914
H 6.3459 5.9997 -2.2445 0.0780
H 5.4773 6.6344 -3.6700 0.0806
H 6.7943 5.4601 -3.8861 0.0836
H 5.3932 2.0214 -0.5470 0.0920
H 5.9533 2.1140 -2.2432 0.0849
H 4.7242 0.9096 -1.7672 0.0886
```

The multiplicity is 1. Its LUMO energy is 2.35 eV. Its highest occupied orbital energy is -3.8 eV. As for the charge: -1.

=====

5.
C5H10N4O2 in the gas phase at a distorted geometry. Source: OMol25; level of theory: ωB97M-V with the def2-TZVPD basis set.

The geometry in XYZ format:
```
21
Properties=species:S:1:pos:R:3:lowdin_charge:R:1
C -1.2412 -1.3788 1.1762 -0.0719
C -0.2309 -1.0650 0.0425 -0.4198
C -0.6340 -0.0616 -1.1122 -0.1522
N -0.7618 1.2619 -0.5320 -0.1796
N -1.7059 1.8312 0.2398 -0.0637
O -2.7445 1.3461 0.1218 -0.0005
C 0.5786 1.7582 -0.4726 -0.1161
C 1.3811 0.8984 0.7438 -0.1165
N 1.0796 -0.5663 0.4933 -0.1153
N 2.3586 -0.8912 -0.5552 0.0423
O 2.4832 -2.0512 -0.8776 -0.0121
H -0.9498 -2.5128 1.7507 0.1568
H -2.1416 -1.7142 0.4143 0.1176
H -1.4803 -0.5014 1.7878 0.0481
H 0.1154 -2.0555 -0.4818 0.1441
H -1.5710 -0.5001 -1.8359 0.1604
H 0.2262 -0.0217 -2.1113 0.1841
H 0.4705 2.6941 -0.1006 0.0606
H 1.1680 1.6976 -1.4204 0.1243
H 1.1498 0.8174 1.8848 0.1366
H 2.4499 1.0150 0.8447 0.0729
```

The multiplicity is 1. Its LUMO energy is -0.34 eV. Its highest occupied orbital energy is -8.7 eV. Its SMILES is C[C@H]1CN(N=O)CCN1N=O.

=====

6.
C3HN3S2 in the gas phase at a distorted geometry. Source: OMol25; level of theory: ωB97M-V with the def2-TZVPD basis set.

The geometry in XYZ format:
```
9
Properties=species:S:1:pos:R:3:mulliken_spin:R:1
C 0.0063 0.0596 0.0700 0.1553
C 0.9800 -1.6636 -0.7740 0.2728
C 1.9265 -1.4942 0.3575 0.5188
N -0.0570 -0.7925 -0.8618 -0.0413
N 1.2778 -2.7774 -1.4896 0.1165
N 2.3607 -3.3073 -1.1568 0.6378
S 1.4533 -0.0587 1.1531 0.0755
S 3.1292 -2.6921 0.2209 0.2466
H -0.6836 0.7852 0.3368 0.0179
```

The multiplicity is 3. Its LUMO energy (spin up / spin down) is -0.10 / -3.32 eV. Its highest occupied orbital energy (spin up / spin down) is -6.0 / -9.5 eV.

=====

7.
C7H9NO3S in the gas phase at a distorted geometry. Source: OMol25; level of theory: ωB97M-V with the def2-TZVPD basis set.

The geometry in XYZ format:
```
21
Properties=species:S:1:pos:R:3:lowdin_charge:R:1
C -0.2709 -0.9102 0.8200 -0.0642
C -1.5158 -1.1276 1.1650 -0.0726
C 1.0976 1.4875 -0.2382 -0.5824
C -1.4267 -1.1061 -1.2386 -0.1830
C -0.0998 -0.6066 -0.6543 -0.3179
C -2.3724 -0.9105 -0.0665 -0.5208
C 3.3875 0.9938 0.2914 -0.0445
N 0.1263 0.8292 -0.9135 0.2384
O 1.0851 2.6443 0.0800 0.1375
O -3.4825 1.3962 0.8441 -0.5179
O 2.1399 0.5751 -0.2177 -0.0944
S -2.8983 0.7885 -0.3435 0.9926
H 0.7283 -0.8190 1.3692 0.1414
H -1.9945 -1.1730 2.1870 0.1360
H -1.6707 -0.4987 -1.9968 0.0472
H -1.3706 -2.1529 -1.4789 0.1282
H 0.8383 -1.1808 -0.8769 0.1644
H -3.1571 -1.6858 -0.1559 0.1260
H 4.0946 0.9792 -0.5148 0.0921
H 3.5478 0.4521 1.1990 0.0825
H 3.2139 2.0255 0.7398 0.1113
```

The multiplicity is 1. Its LUMO energy (spin up / spin down) is -1.67 / -0.80 eV. Its highest occupied orbital energy (spin up / spin down) is -8.7 / -9.7 eV.